[1]
ORCA calculation (ωB97M-V/def2-TZVPD) on a cluster of 2 separate species, C6H10O in total.

* energy relative to the best compared isomer or geometry (same formula, charge and spin): 47.5 kcal/mol
* net charge: 0
* calculated total energy: -309.76675 Eh
* multiplicity: 1
* LUMO level: 0.0324 Eh
* largest force on an atom: 0.56 eV Å⁻¹
* HOMO energy: -9.182 eV
* orbital gap: 0.370 Eh

Bonds (Å) are listed after each position.
Geometry (Å):
1 C -0.326 2.158 -0.752  C2 1.307, H6 1.091, H7 1.087
2 C 0.231 1.150 -0.133  C1 1.307, C3 1.310
3 C 0.731 0.095 0.461  C2 1.310, C4 1.509, C5 1.509
4 C 1.693 -0.832 -0.239  C3 1.509, H8 1.097, H9 1.097, H10 1.093
5 C 0.307 -0.312 1.851  C3 1.509, H11 1.097, H12 1.097, H13 1.093
6 H -1.243 2.021 -1.327  C1 1.091
7 H 0.086 3.164 -0.727  C1 1.087
8 H 1.253 -1.836 -0.293  C4 1.097
9 H 2.635 -0.910 0.318  C4 1.097
10 H 1.915 -0.498 -1.255  C4 1.093
11 H 1.173 -0.367 2.522  C5 1.097
12 H -0.149 -1.309 1.811  C5 1.097
13 H -0.419 0.386 2.274  C5 1.093
14 C -1.971 -0.722 -1.129  O15 1.205, H16 1.109, H17 1.109
15 O -1.598 -1.769 -0.662  C14 1.205
16 H -1.671 -0.383 -2.141  C14 1.109
17 H -2.647 -0.036 -0.579  C14 1.109

=====

[2]
ORCA calculation (ωB97M-V/def2-TZVPD) on the molecule C5H7NO2 at a distorted geometry.

* energy relative to the best compared isomer or geometry (same formula, charge and spin): 63.3 kcal/mol
* net charge: 0
* calculated total energy: -399.86466 Eh
* multiplicity: 1
* LUMO level: 0.0157 Eh
* largest force on an atom: 5.12 eV Å⁻¹
* HOMO energy: -9.819 eV
* orbital gap: 0.377 Eh

Bonds (Å) are listed after each position.
Geometry (Å):
1 C 0.362 0.141 -3.029  C2 1.232, H9 1.027
2 C 0.004 0.136 -1.850  C1 1.232, C3 1.495
3 C -0.391 0.248 -0.412  C2 1.495, C4 1.633, C6 1.548, H10 1.023
4 C 0.198 -0.981 0.488  C3 1.633, N5 1.449, H11 1.176, H12 1.085
5 N -0.500 -0.940 1.757  C4 1.449, H13 1.041, H14 1.024
6 C 0.226 1.558 0.137  C3 1.548, O7 1.188, O8 1.323
7 O 0.717 2.408 -0.532  C6 1.188
8 O 0.287 1.608 1.457  C6 1.323, H15 1.079
9 H 0.567 0.057 -4.032  C1 1.027
10 H -1.387 0.476 -0.386  C3 1.023
11 H -0.064 -1.959 -0.111  C4 1.176
12 H 1.225 -0.691 0.686  C4 1.085
13 H 0.155 -1.288 2.487  N5 1.041
14 H -1.398 -1.392 1.560  N5 1.024
15 H -0.001 0.619 1.779  O8 1.079

=====

Which of these has the highest LUMO level? C6H10O